Run one
Here is a molecular structure, C31H30N4O3ScSi from the Open Molecules 2025 dataset. Energies are from ωB97M-V/def2-TZVPD.

```
! RIJCOSX wB97M-V def2-TZVPD def2/J DEFGRID3
* xyz 1 1
Sc -0.33 -0.59 0.03
C 0.19 4.19 0.91
C 0.35 4.30 2.28
C 0.46 3.13 3.02
C 0.38 1.91 2.37
N 0.13 1.80 1.06
C 0.08 2.93 0.35
C 0.63 0.63 3.08
C 1.23 0.64 4.33
C 1.46 -0.55 4.98
C 1.06 -1.72 4.36
C 0.48 -1.66 3.10
N 0.29 -0.50 2.45
C -0.02 -2.89 2.45
C 0.23 -4.16 2.98
C -0.39 -5.26 2.41
C -1.26 -5.05 1.36
C -1.42 -3.77 0.87
N -0.79 -2.70 1.38
H 0.14 5.06 0.27
H 0.40 5.26 2.76
H 0.59 3.19 4.09
H -0.07 2.83 -0.71
H 1.53 1.57 4.78
H 1.94 -0.58 5.95
H 1.19 -2.67 4.86
H 0.90 -4.30 3.81
H -0.21 -6.25 2.80
H -1.81 -5.87 0.90
H -2.10 -3.58 0.05
C 2.91 -1.93 -2.65
Si 2.67 -0.85 -1.15
C 4.16 0.25 -0.85
C 2.49 -1.97 0.35
N 1.17 0.05 -1.20
C 0.86 0.87 -2.27
C 1.75 1.27 -3.28
C 1.36 2.13 -4.29
C 0.07 2.64 -4.34
C -0.85 2.27 -3.36
C -0.44 1.39 -2.38
O -1.27 0.99 -1.31
C -2.64 1.32 -1.34
C -3.15 2.05 -0.28
C -4.52 2.33 -0.27
C -5.33 1.89 -1.30
C -4.79 1.16 -2.35
C -3.44 0.86 -2.37
H 3.76 -2.59 -2.50
H 3.10 -1.37 -3.57
H 2.03 -2.55 -2.81
H 5.04 -0.35 -0.64
H 3.99 0.90 0.01
H 4.40 0.89 -1.70
H 3.35 -2.64 0.38
H 1.62 -2.64 0.30
H 2.49 -1.43 1.29
H 2.76 0.91 -3.26
H 2.08 2.41 -5.05
H -0.23 3.32 -5.12
H -1.85 2.67 -3.37
H -2.51 2.39 0.51
H -4.94 2.90 0.55
H -6.39 2.11 -1.29
H -5.42 0.81 -3.15
H -3.00 0.29 -3.18
O -2.25 -1.36 -0.68
C -1.65 -2.04 -1.55
O -0.40 -2.20 -1.47
H -2.21 -2.51 -2.37
*
```

Its HOMO energy is -9.834 eV.

These are the natural (NBO) partial charges, in e, on atoms 1 to 8:
1. Sc 1.865
2. C -0.226
3. C -0.138
4. C -0.222
5. C 0.166
6. N -0.471
7. C 0.074
8. C 0.206



Run two
Here is a molecular structure, C31H30N4O3ScSi from the Open Molecules 2025 dataset. Energies are from ωB97M-V/def2-TZVPD.

```
! RIJCOSX wB97M-V def2-TZVPD def2/J DEFGRID3
* xyz 1 1
Sc -0.08 0.27 -0.14
C 2.35 -1.28 -3.65
C 3.60 -0.69 -3.51
C 3.85 0.09 -2.39
C 2.84 0.27 -1.46
N 1.64 -0.30 -1.60
C 1.40 -1.05 -2.67
C 3.01 1.06 -0.21
C 4.15 1.78 0.10
C 4.20 2.45 1.32
C 3.13 2.36 2.19
C 2.02 1.62 1.81
N 1.97 1.01 0.63
C 0.84 1.39 2.69
C 0.74 1.89 3.98
C -0.37 1.54 4.74
C -1.32 0.70 4.21
C -1.16 0.25 2.91
N -0.11 0.60 2.16
H 2.11 -1.90 -4.51
H 4.37 -0.84 -4.25
H 4.82 0.55 -2.26
H 0.41 -1.49 -2.74
H 4.99 1.83 -0.58
H 5.07 3.02 1.59
H 3.17 2.86 3.15
H 1.50 2.53 4.39
H -0.47 1.92 5.75
H -2.18 0.38 4.78
H -1.88 -0.42 2.45
C 0.08 -3.75 2.23
Si 0.59 -2.99 0.58
C 2.28 -2.24 0.92
C 0.86 -4.31 -0.73
N -0.55 -1.76 0.07
C -1.90 -2.08 0.05
C -2.44 -3.38 0.06
C -3.81 -3.61 0.09
C -4.70 -2.55 0.10
C -4.22 -1.25 0.05
C -2.85 -1.05 0.01
O -2.28 0.24 -0.05
C -3.15 1.31 -0.33
C -3.52 2.15 0.70
C -4.35 3.22 0.42
C -4.80 3.44 -0.88
C -4.41 2.58 -1.90
C -3.58 1.51 -1.63
H 0.80 -4.51 2.52
H -0.91 -4.20 2.24
H 0.10 -2.97 3.00
H 2.86 -3.00 1.44
H 2.24 -1.37 1.58
H 2.84 -1.98 0.02
H 1.69 -4.96 -0.43
H 1.13 -3.86 -1.69
H 0.00 -4.95 -0.90
H -1.77 -4.23 0.04
H -4.17 -4.63 0.10
H -5.77 -2.73 0.13
H -4.89 -0.41 0.03
H -3.15 1.97 1.70
H -4.65 3.89 1.21
H -5.45 4.27 -1.09
H -4.76 2.75 -2.91
H -3.26 0.83 -2.41
O -0.41 1.48 -1.90
C -0.46 2.55 -1.22
O -0.37 2.52 0.03
H -0.58 3.51 -1.74
*
```

Its HOMO energy is -9.962 eV.

These are the natural (NBO) partial charges, in e, on atoms 1 to 8:
1. Sc 1.775
2. C -0.221
3. C -0.131
4. C -0.212
5. C 0.161
6. N -0.493
7. C 0.093
8. C 0.278



run two has the most favorable energy; the next structure is 121.4 kJ/mol above.



Run one
Here is a molecular structure, C28H36Cl5N4O5P2S3W from the Open Molecules 2025 dataset. Energies are from ωB97M-V/def2-TZVPD.

```
! RIJCOSX wB97M-V def2-TZVPD def2/J DEFGRID3
* xyz 0 2
W -1.28 0.82 -0.19
O 0.73 1.65 0.33
N 1.20 2.87 0.48
C 2.41 3.13 -0.08
C 2.99 4.36 0.04
C 2.30 5.35 0.74
C 1.07 5.07 1.29
C 0.49 3.79 1.18
S -1.03 3.33 1.81
H 2.85 2.30 -0.60
H 3.95 4.54 -0.41
H 2.72 6.35 0.83
H 0.50 5.82 1.82
Cl -0.84 -1.32 -3.15
C -0.89 0.41 -3.42
C -0.95 1.32 -2.33
C -0.85 2.66 -2.80
Cl -0.79 3.99 -1.67
C -0.78 3.05 -4.14
Cl -0.71 4.72 -4.57
C -0.79 2.09 -5.14
Cl -0.73 2.55 -6.80
C -0.83 0.76 -4.77
Cl -0.80 -0.45 -6.00
C -4.07 2.73 1.54
P -3.42 2.16 -0.07
C -3.92 3.54 -1.15
C -4.75 0.98 -0.51
C -4.49 -0.37 0.17
P -2.98 -0.99 -0.62
C -2.60 -2.58 0.19
C -3.72 -1.62 -2.17
H -5.16 2.79 1.47
H -3.66 3.71 1.77
H -3.78 2.05 2.33
H -5.01 3.64 -1.08
H -3.64 3.34 -2.18
H -3.45 4.47 -0.83
H -4.74 0.86 -1.60
H -5.72 1.40 -0.24
H -5.32 -1.06 0.04
H -4.32 -0.25 1.24
H -3.44 -3.27 0.05
H -2.42 -2.43 1.24
H -1.70 -3.00 -0.27
H -4.71 -2.00 -1.93
H -3.11 -2.43 -2.57
H -3.80 -0.85 -2.94
C 1.87 -4.32 4.54
C 2.62 -4.07 3.25
C 3.57 -3.05 3.16
C 4.24 -2.80 1.97
C 3.96 -3.60 0.86
C 3.04 -4.63 0.94
C 2.37 -4.85 2.12
S 4.77 -3.26 -0.66
O 5.00 -4.52 -1.29
O 5.84 -2.35 -0.36
N 3.73 -2.45 -1.62
C 3.40 -1.04 -1.29
C 1.95 -0.73 -1.63
C 0.94 -1.50 -0.83
O 1.00 -2.71 -0.74
O 0.03 -0.79 -0.18
H 2.14 -3.59 5.30
H 2.11 -5.32 4.93
H 0.79 -4.28 4.38
H 3.80 -2.46 4.04
H 5.00 -2.04 1.89
H 2.85 -5.25 0.07
H 1.63 -5.65 2.19
H 2.87 -3.00 -1.74
H 4.04 -0.39 -1.89
H 3.62 -0.83 -0.24
H 1.76 -0.96 -2.68
H 1.78 0.33 -1.48
N 0.53 0.98 3.51
C -0.02 -0.03 2.83
N 0.74 -1.08 2.53
S -1.67 0.05 2.30
H 1.53 1.02 3.62
H 0.02 1.85 3.47
H 1.74 -1.02 2.62
H 0.42 -1.67 1.77
*
```

Its HOMO energy (alpha / beta) is -7.076 / -6.729 eV.

These are the Löwdin partial charges, in e, on atoms 1 to 8:
1. W 1.005
2. O -0.326
3. N -0.228
4. C -0.018
5. C -0.052
6. C -0.064
7. C -0.087
8. C -0.709



Run two
Here is a molecular structure, C28H36Cl5N4O5P2S3W from the Open Molecules 2025 dataset. Energies are from ωB97M-V/def2-TZVPD.

```
! RIJCOSX wB97M-V def2-TZVPD def2/J DEFGRID3
* xyz 0 2
W 0.77 -0.04 0.62
O -0.12 1.17 2.20
N -0.27 2.45 1.88
C -1.34 3.10 2.39
C -1.53 4.43 2.13
C -0.60 5.09 1.32
C 0.47 4.40 0.80
C 0.64 3.04 1.08
S 1.95 2.07 0.49
H -1.98 2.47 2.99
H -2.39 4.93 2.55
H -0.73 6.14 1.09
H 1.19 4.88 0.16
Cl -2.68 0.07 0.95
C -2.11 0.76 -0.54
C -0.74 0.81 -0.82
C -0.44 1.35 -2.08
Cl 1.22 1.47 -2.61
C -1.40 1.80 -2.99
Cl -0.95 2.45 -4.52
C -2.75 1.72 -2.66
Cl -3.95 2.24 -3.77
C -3.10 1.20 -1.42
Cl -4.78 1.07 -1.03
C 2.81 -2.04 3.18
P 2.91 -0.79 1.85
C 3.99 0.45 2.63
C 4.05 -1.64 0.66
C 3.62 -1.45 -0.80
P 1.79 -1.66 -0.93
C 1.55 -1.83 -2.73
C 1.51 -3.38 -0.39
H 3.81 -2.39 3.41
H 2.19 -2.89 2.88
H 2.38 -1.60 4.08
H 4.88 -0.04 3.05
H 3.45 0.95 3.43
H 4.29 1.20 1.91
H 4.03 -2.70 0.90
H 5.07 -1.30 0.82
H 4.14 -2.14 -1.46
H 3.83 -0.43 -1.14
H 1.93 -2.80 -3.06
H 2.08 -1.04 -3.25
H 0.49 -1.77 -2.96
H 2.19 -4.06 -0.92
H 0.48 -3.65 -0.62
H 1.64 -3.49 0.69
C -5.48 -3.80 -0.69
C -5.20 -3.47 0.75
C -5.40 -2.19 1.24
C -5.09 -1.88 2.56
C -4.59 -2.87 3.39
C -4.42 -4.16 2.92
C -4.72 -4.46 1.61
S -4.08 -2.47 5.03
O -4.28 -3.64 5.84
O -4.63 -1.19 5.38
N -2.45 -2.26 4.91
C -1.98 -1.05 4.24
C -0.51 -1.25 3.86
C -0.43 -2.14 2.63
O -0.74 -3.31 2.71
O -0.11 -1.57 1.49
H -6.13 -3.05 -1.14
H -5.96 -4.78 -0.79
H -4.55 -3.82 -1.26
H -5.77 -1.42 0.58
H -5.24 -0.88 2.94
H -4.04 -4.93 3.59
H -4.57 -5.47 1.24
H -2.01 -3.10 4.53
H -2.09 -0.20 4.91
H -2.56 -0.84 3.33
H -0.03 -1.80 4.68
H -0.02 -0.30 3.73
N -3.46 -1.38 -3.58
C -2.87 -2.53 -3.20
N -3.07 -3.59 -4.02
S -1.95 -2.64 -1.81
H -4.14 -1.34 -4.32
H -3.41 -0.59 -2.95
H -3.46 -3.48 -4.94
H -2.54 -4.42 -3.82
*
```

Its HOMO energy (alpha / beta) is -7.028 / -6.593 eV.

These are the Löwdin partial charges, in e, on atoms 1 to 8:
1. W 0.958
2. O -0.340
3. N -0.190
4. C -0.009
5. C -0.038
6. C -0.053
7. C -0.064
8. C -0.588



run two has the most favorable energy; the next structure is 71.2 kJ/mol above.